No. 1
The following is a DFT calculation (the ωB97M-V functional and the def2-TZVPD basis) of one molecule with the formula C6H8 at a distorted geometry.

Geometry as ORCA input:
```
! RIJCOSX wB97M-V def2-TZVPD def2/J DEFGRID3
* xyz 0 3
C 0.97644 0.96160 -0.24430
C 1.73989 2.01010 -0.59161
C -2.05345 -0.77838 1.32811
C -0.85920 -0.13199 1.06034
C 0.17749 -0.08240 -0.01551
C 0.37829 -1.23727 -1.02713
H 1.47392 2.72038 -1.36186
H 2.62381 2.20558 -0.00117
H -2.55375 -1.42019 0.63622
H -2.60885 -0.38067 2.17382
H -0.48899 0.58455 1.80452
H 1.09488 -0.95911 -1.78335
H -0.64251 -1.28452 -1.47262
H 0.74204 -2.20768 -0.50546
*
```

Computed properties:
- ⟨S²⟩: 2.018
- Energy above the lowest of the compared OMol25 structures with the same formula, charge and spin: 163.42 kJ/mol
- E_LUMO (alpha / beta): 1.0 / -2.2 eV
- M: 80.13 g/mol
- Gap between HOMO and LUMO (alpha / beta): 6.4 / 7.3 eV

No. 2
The following is a DFT calculation (the ωB97M-V functional and the def2-TZVPD basis) of C24H43ClOsP2 as an isolated structure at a distorted geometry.

Geometry as ORCA input:
```
! RIJCOSX wB97M-V def2-TZVPD def2/J DEFGRID3
* xyz 2 5
Os -1.02852 -0.56916 -3.80288
C -0.61406 -2.19254 -0.51103
C 0.70593 -2.22407 -1.00059
C 0.51456 -0.44480 0.45024
C -0.77374 -1.03746 0.30424
C 1.42290 -1.16442 -0.39533
C -1.52758 -3.34882 -0.53194
H -1.35709 -3.94906 -1.42940
H -2.57853 -3.04671 -0.48697
H -1.33571 -3.99927 0.34697
C -1.99461 -0.74406 1.08701
H -2.88806 -0.67974 0.44362
H -1.91394 0.19217 1.65217
H -2.16294 -1.56898 1.79983
C 0.89602 0.43512 1.57538
H 0.68488 -0.09692 2.52199
H 0.33078 1.38016 1.58976
H 1.96955 0.66162 1.55268
C 2.89402 -1.10133 -0.35893
H 3.28066 -1.83508 0.37123
H 3.27497 -0.11529 -0.07781
H 3.30587 -1.36973 -1.33624
C 1.28199 -3.30304 -1.82368
H 1.66830 -4.15303 -1.22085
H 2.11272 -2.93457 -2.42841
H 0.52557 -3.70627 -2.50344
C -1.68207 0.56109 -5.26990
C -1.95764 -0.86197 -5.46127
C -1.03557 -1.78256 -6.22812
C 0.45345 -1.85702 -5.75996
C 0.72693 -1.17452 -4.44966
C 0.79798 0.27399 -4.36938
C 0.78221 1.17193 -5.59450
C -0.64006 1.26144 -6.15741
H -1.06054 -1.65541 -7.31880
H 1.12381 -1.50671 -6.58060
H -1.47721 -2.77580 -6.03749
H -0.67624 0.77145 -7.15356
H -2.50420 1.22459 -4.98805
H -3.02370 -1.12187 -5.42580
H -0.90017 2.33489 -6.29666
H 1.17152 2.18782 -5.35351
H 1.43595 0.65106 -3.57102
H 1.47349 0.83294 -6.38512
H 0.72366 -2.91181 -5.60008
H 1.39424 -1.66546 -3.76454
P -1.42119 1.75967 -2.04032
P 1.67963 2.39313 -1.43309
C -0.73117 3.21797 -2.92789
C 0.78208 3.52641 -2.60824
H -1.34711 4.08106 -2.64842
H -0.87560 3.07399 -4.00766
H 1.38564 3.54515 -3.53276
H 0.86053 4.52039 -2.14636
C 2.08943 3.41392 -0.00073
H 2.83748 2.87015 0.59158
H 1.19000 3.56876 0.60762
H 2.49213 4.36175 -0.36782
C 3.31500 2.10948 -2.20675
H 3.74396 3.05963 -2.54797
H 3.24231 1.41437 -3.05433
H 3.97700 1.64894 -1.45877
C -3.24878 1.66067 -2.28200
H -3.62699 0.87753 -1.60591
H -3.50323 1.36949 -3.30835
H -3.72924 2.61430 -2.02227
C -2.53395 -1.88894 -3.14235
H -1.95901 -2.81482 -3.35076
H -3.54652 -2.02905 -3.59828
H -2.58891 -1.84866 -2.03598
Cl -1.43347 2.48940 -0.09246
*
```

Computed properties:
- ⟨S²⟩: 6.022
- Energy above the lowest of the compared OMol25 structures with the same formula, charge and spin: 0.00 kJ/mol
- E_LUMO (alpha / beta): -6.6 / -8.3 eV
- M: 619.24 g/mol
- Gap between HOMO and LUMO (alpha / beta): 6.9 / 5.2 eV

No. 3
The following is a DFT calculation (the ωB97M-V functional and the def2-TZVPD basis) of a 2-piece molecular cluster, C3H8N2O overall at a distorted geometry.

Geometry as ORCA input:
```
! RIJCOSX wB97M-V def2-TZVPD def2/J DEFGRID3
* xyz 0 1
C 0.72200 1.25087 0.61470
C 1.94755 0.68663 -1.30432
N 1.59688 0.37049 -0.13766
H 0.33098 0.64096 1.41860
H 1.26769 2.03718 1.13964
H 0.02311 1.78891 -0.02556
H 2.65356 0.05605 -1.84432
H 1.37667 1.37107 -1.94180
C -2.27317 -1.20439 0.47475
N -0.99616 -1.60747 0.30719
O -2.68716 -0.35898 1.23158
H -2.97132 -1.71915 -0.21164
H -0.76504 -2.10350 -0.53730
H -0.22559 -1.20868 0.81614
*
```

Computed properties:
- Energy above the lowest of the compared OMol25 structures with the same formula, charge and spin: 181.43 kJ/mol
- E_LUMO: 0.9 eV
- SMILES: C=NC.NC=O
- M: 88.11 g/mol
- Gap between HOMO and LUMO: 10.8 eV

No. 4
The following is a DFT calculation (the ωB97M-V functional and the def2-TZVPD basis) of C16H27BrN2O2S as an isolated structure.

Geometry as ORCA input:
```
! RIJCOSX wB97M-V def2-TZVPD def2/J DEFGRID3
* xyz 0 1
C -4.11603 2.46308 -2.07192
C -3.01700 1.42878 -2.36916
C -3.26757 0.18242 -1.53069
C -1.63803 2.08253 -2.10576
C -0.51650 1.16847 -1.71338
C 0.16189 1.31829 -0.54687
C 1.24149 0.46009 -0.15962
C 1.64002 -0.55889 -0.95333
Br 3.04607 -1.71912 -0.45479
C 0.98589 -0.76969 -2.19267
N 1.23951 -1.69955 -3.11030
S 0.21069 -1.45038 -4.30571
N -0.60445 -0.18299 -3.75807
C -0.08646 0.10943 -2.56034
H -4.29388 2.50267 -0.99468
H -3.84322 3.45812 -2.42071
H -5.05325 2.15596 -2.53685
H -3.08499 1.17199 -3.42684
H -4.25614 -0.21829 -1.77036
H -3.27448 0.42261 -0.46536
H -2.55084 -0.61644 -1.71305
H -1.76326 2.81592 -1.30623
H -1.33767 2.63203 -3.00215
H -0.12354 2.09513 0.15162
H 1.72587 0.59797 0.79719
C 1.97330 -5.94160 0.66194
C 0.59552 -5.30429 0.76274
C -0.16790 -5.40127 -0.54983
O 0.69958 -3.94682 1.18222
H 2.57123 -5.42695 -0.09545
H 2.49992 -5.86435 1.61328
H 1.90443 -6.99479 0.38505
H 0.02497 -5.80077 1.54985
H 0.37239 -4.87069 -1.33940
H -1.15269 -4.94364 -0.45280
H -0.29426 -6.43962 -0.86054
H 1.20014 -3.47816 0.50348
C 1.06539 4.75276 3.28814
C 1.50092 3.31564 3.52482
C 2.93543 3.22776 4.01950
O 1.33103 2.53772 2.33781
H 1.69431 5.21824 2.52390
H 0.03311 4.78825 2.93958
H 1.14507 5.34459 4.20058
H 0.83737 2.85251 4.25621
H 3.61891 3.64880 3.27666
H 3.22035 2.18895 4.18537
H 3.06558 3.77809 4.95194
H 1.90180 2.90951 1.65503
*
```

Computed properties:
- Energy above the lowest of the compared OMol25 structures with the same formula, charge and spin: 0.00 kJ/mol
- E_LUMO: -0.6 eV
- M: 391.37 g/mol
- Gap between HOMO and LUMO: 8.2 eV